{
  "formula": "C42H41BF5N9NiP2S",
  "method": "ωB97M-V/def2-TZVPD",
  "lumo_energy_ev": [-1.89, -4.13],
  "homo_ev": [-10.35, -10.36],
  "spin_multiplicity": 4,
  "homo_lumo_gap_ev": [8.456, 6.230],
  "largest_force_ev_per_a": 0.53,
  "charge": 1,
  "species": ["Ni", "S", "P", "P", "F", "F", "F", "F", "F", "N", "N", "N", "N", "N", "N", "N", "N", "N", "C", "C", "C", "C", "C", "C", "C", "C", "C", "C", "C", "C", "C", "C", "C", "C", "C", "C", "C", "C", "C", "C", "C", "C", "C", "C", "C", "C", "C", "C", "C", "C", "C", "C", "C", "C", "C", "C", "C", "C", "C", "C", "B", "H", "H", "H", "H", "H", "H", "H", "H", "H", "H", "H", "H", "H", "H", "H", "H", "H", "H", "H", "H", "H", "H", "H", "H", "H", "H", "H", "H", "H", "H", "H", "H", "H", "H", "H", "H", "H", "H", "H", "H", "H"],
  "xyz": [[0.502, 1.069, 0.414], [5.918, -4.990, -1.106], [0.203, -2.865, 1.351], [2.727, 0.099, 0.150], [-0.560, -1.001, -0.331], [-2.298, -2.281, -1.503], [-1.688, -1.068, 1.565], [-3.555, -1.883, 0.208], [-2.541, -3.778, 0.037], [-1.624, 4.430, 2.678], [2.843, -1.546, -0.193], [-0.416, 2.191, 2.920], [-1.140, 4.840, 3.882], [0.207, 3.836, 1.090], [0.261, 1.140, 2.393], [1.014, 3.024, 0.372], [-1.955, 2.553, 0.986], [-1.425, 1.691, 0.091], [0.329, -4.321, 0.255], [-2.429, -2.473, -0.189], [0.376, -3.556, 3.958], [0.454, 5.115, 0.766], [6.270, 1.278, -1.493], [0.697, -5.550, 0.799], [3.507, 1.453, 2.426], [3.836, -0.940, 2.504], [-2.463, 5.372, 2.157], [4.984, -5.863, 0.170], [-1.847, -3.892, 3.105], [3.032, -2.020, -1.534], [5.087, -3.390, -1.036], [-0.642, 1.967, 4.225], [-1.339, -4.413, 5.401], [0.942, -6.637, -0.031], [4.017, 1.565, 3.708], [1.447, 5.145, -0.192], [4.345, -0.820, 3.792], [-0.088, 0.748, 4.563], [0.206, -4.202, -1.127], [0.812, -6.512, -1.406], [-0.023, -4.027, 5.202], [3.645, -3.416, -1.524], [-2.558, 6.396, 3.058], [-2.249, -4.339, 4.354], [0.433, -5.293, -1.952], [0.471, 0.274, 3.380], [-2.422, 1.257, -0.675], [5.318, 0.774, -0.621], [4.533, 1.987, -3.002], [3.578, 1.477, -2.133], [3.419, 0.198, 1.823], [5.878, 1.891, -2.679], [-1.712, 6.004, 4.116], [-3.627, 1.822, -0.267], [-3.283, 2.627, 0.800], [-0.526, -3.495, 2.895], [-1.200, -1.863, 0.598], [3.962, 0.875, -0.938], [1.762, 3.804, -0.408], [4.436, 0.427, 4.391], [-0.968, 3.276, 1.962], [1.402, -3.232, 3.811], [1.893, 6.009, -0.652], [-0.078, 0.276, 5.530], [-0.074, 5.921, 1.251], [-3.144, 7.294, 2.969], [6.625, 2.292, -3.351], [4.834, 0.517, 5.393], [0.996, -7.361, -2.051], [-2.237, 0.551, -1.469], [3.161, 2.337, 1.902], [5.025, -5.318, 1.114], [2.044, -2.061, -2.018], [-3.278, -4.640, 4.506], [5.136, -3.014, -0.009], [3.635, -1.331, -2.139], [-3.903, 3.224, 1.447], [2.515, 3.381, -1.054], [4.226, 2.455, -3.928], [7.320, 1.196, -1.246], [-1.147, 2.703, 4.825], [-2.906, 5.260, 1.182], [-2.575, -3.866, 2.307], [5.631, 0.306, 0.305], [5.464, -6.830, 0.304], [0.781, -5.667, 1.873], [2.528, 1.524, -2.404], [-4.608, 1.660, -0.679], [-1.499, 6.526, 5.036], [0.312, -5.190, -3.023], [1.223, -7.588, 0.403], [3.602, -3.841, -2.529], [0.691, -4.079, 6.014], [5.690, -2.724, -1.658], [1.021, -0.636, 3.201], [3.948, -6.025, -0.123], [4.673, -1.703, 4.326], [3.039, -4.046, -0.870], [-1.658, -4.770, 6.371], [-0.094, -3.260, -1.574], [3.746, -1.909, 2.030], [4.080, 2.537, 4.180]],
  "atomic_forces_ev_per_a": [[-0.2, 0.5, -0.1], [0.0, 0.0, 0.1], [0.1, -0.1, 0.1], [0.1, -0.3, -0.1], [-0.1, -0.3, 0.3], [0.0, 0.0, 0.0], [0.0, 0.0, 0.0], [0.0, 0.0, -0.1], [-0.1, 0.0, 0.0], [-0.1, 0.0, -0.1], [-0.1, 0.1, 0.1], [-0.1, 0.0, 0.0], [-0.1, 0.0, -0.1], [-0.1, -0.1, 0.0], [0.0, -0.1, 0.0], [0.0, 0.0, -0.2], [0.1, 0.1, 0.0], [0.2, -0.1, -0.1], [0.0, 0.0, 0.0], [0.1, 0.2, 0.2], [0.0, 0.0, 0.0], [0.1, 0.1, 0.1], [0.0, 0.0, 0.0], [0.0, 0.0, 0.0], [0.0, -0.1, 0.0], [0.0, 0.0, 0.0], [0.1, -0.1, 0.0], [0.0, 0.0, 0.0], [-0.1, -0.1, 0.0], [0.0, -0.1, 0.0], [0.0, 0.0, 0.0], [0.0, 0.0, 0.0], [0.0, 0.0, 0.0], [0.0, 0.0, 0.0], [0.0, 0.0, 0.0], [0.0, 0.0, 0.1], [0.0, 0.0, 0.0], [0.1, 0.0, 0.0], [0.0, 0.0, -0.1], [0.0, 0.0, 0.0], [0.0, 0.0, 0.0], [0.0, 0.0, 0.0], [0.0, 0.1, 0.1], [0.0, 0.0, 0.0], [0.0, 0.0, 0.0], [0.0, 0.0, 0.1], [-0.1, -0.1, 0.0], [0.0, 0.0, 0.0], [0.0, 0.0, 0.0], [-0.1, -0.2, -0.1], [0.1, 0.0, -0.1], [0.0, 0.0, 0.1], [0.0, 0.0, 0.1], [0.0, 0.0, 0.0], [0.0, 0.0, 0.1], [0.0, 0.1, 0.0], [0.0, 0.1, -0.3], [0.0, 0.2, 0.2], [0.1, 0.1, 0.1], [0.0, 0.0, 0.0], [0.1, -0.1, 0.0], [0.0, 0.0, 0.0], [0.0, 0.0, 0.0], [0.0, 0.0, 0.0], [0.0, 0.0, 0.0], [0.0, 0.0, 0.0], [0.0, 0.0, 0.0], [0.0, 0.0, 0.0], [0.0, 0.0, 0.0], [0.0, 0.0, 0.0], [0.0, 0.0, 0.0], [0.0, 0.0, 0.0], [-0.1, 0.0, 0.0], [0.0, 0.0, 0.0], [0.0, 0.0, 0.0], [0.0, 0.0, 0.0], [0.0, 0.0, 0.0], [-0.1, 0.0, 0.0], [0.0, 0.0, 0.0], [0.0, 0.0, 0.0], [0.0, 0.0, 0.0], [0.0, 0.0, 0.0], [0.0, 0.0, 0.0], [0.0, 0.0, 0.0], [0.0, 0.0, 0.0], [0.0, 0.0, 0.0], [0.0, 0.0, 0.0], [0.0, 0.0, 0.0], [0.0, 0.0, 0.0], [0.0, 0.0, 0.0], [0.0, 0.0, 0.0], [0.0, 0.0, 0.0], [0.0, 0.0, 0.0], [0.0, 0.0, 0.0], [0.0, 0.0, 0.0], [0.0, 0.0, 0.0], [0.0, 0.0, 0.0], [0.0, 0.0, -0.1], [0.0, 0.0, 0.0], [0.1, 0.0, 0.0], [0.0, 0.0, 0.0], [0.0, 0.0, 0.0]],
  "mulliken_charge": [-0.112, -0.091, 0.827, 0.348, -0.265, -0.242, -0.342, -0.247, -0.208, 0.432, 0.658, 0.318, -1.055, 0.738, 1.292, -0.033, 0.610, -0.218, 0.921, 0.962, -0.367, -0.101, -0.763, -0.886, -0.300, -0.357, -0.348, -0.562, -0.377, -0.645, -0.544, -0.051, -0.567, -0.853, -0.578, -1.422, -0.659, -2.011, -0.426, -0.536, -0.688, 0.148, -0.947, -0.670, -0.970, -0.491, -0.433, -0.617, -0.585, -0.528, 0.267, -0.628, -0.270, -1.557, 0.070, 0.497, 0.111, 0.355, -0.256, -0.757, 0.360, 0.398, 0.458, 0.535, 0.451, 0.436, 0.408, 0.410, 0.424, 0.583, 0.330, 0.236, 0.103, 0.443, -0.015, 0.622, 0.761, 0.312, 0.457, 0.457, 0.642, 0.644, 0.303, 0.495, 0.392, 0.447, 0.584, 0.441, 0.469, 0.461, 0.457, 0.501, 0.451, 0.312, 0.566, 0.024, 0.485, -0.486, 0.405, 0.311, 0.446, 0.491]
}